ORCA calculation (wB97M-V/def2-TZVPD) on a structure of composition C17H14BrNO3RuS at a distorted geometry.

Calculated values
Spin multiplicity = 5
Expectation value of S² = 6.03
HOMO (spin up / spin down) = -7.597 / -8.274 eV
Total energy = -108942.256 eV

Last column: Mulliken spin population.
Element x y z (Å)
Ru: -1.369 -0.699 -0.459  2.5103
Br: -1.174 1.406 -1.673  0.1912
S: 0.310 1.040 1.726  0.0188
O: -0.173 0.057 2.736  0.0011
O: 2.141 -0.847 -1.021  0.0125
O: 1.923 1.195 2.320  0.0068
N: 0.550 0.162 0.328  0.1473
C: -0.208 -1.551 -2.139  -0.0804
C: -2.216 -2.557 -1.733  0.2064
C: -0.033 -2.468 -1.070  0.2011
C: -3.311 -1.660 0.782  0.1917
C: -3.829 -0.692 -0.109  0.1768
C: 3.936 1.357 -0.446  0.0005
C: 2.385 1.892 1.252  0.0115
C: -2.453 0.378 1.347  0.0724
C: 2.657 1.163 0.103  0.0074
C: -2.436 -1.003 1.668  0.1431
C: 4.079 3.409 0.896  0.0020
C: -1.572 -1.608 -2.546  0.0346
C: -1.279 -3.074 -0.807  0.0182
C: 1.757 0.042 -0.278  -0.0061
C: -3.330 0.568 0.259  0.1179
C: 2.818 3.176 1.455  -0.0012
C: 4.632 2.492 -0.040  -0.0002
H: 4.321 0.645 -1.164  -0.0003
H: 0.549 -0.918 -2.606  0.0011
H: -1.966 1.201 1.870  0.0087
H: -4.523 -0.868 -0.930  -0.0057
H: 2.361 3.802 2.201  -0.0001
H: -2.013 -1.010 -3.353  0.0060
H: 4.637 4.311 1.200  0.0002
H: -3.541 1.536 -0.208  0.0156
H: -3.267 -2.848 -1.826  -0.0060
H: -1.451 -3.825 -0.026  -0.0015
H: -3.540 -2.733 0.812  -0.0131
H: 5.619 2.700 -0.466  0.0000
H: -1.888 -1.481 2.488  0.0004
H: 0.898 -2.689 -0.540  0.0108

=====

ORCA calculation (wB97M-V/def2-TZVPD) on a cluster of 2 separate species, C2H3N3O2 in total at a distorted geometry.

Calculated values
HOMO (spin up / spin down) = -9.747 / -9.537 eV
Total energy = -10680.345 eV

Last column: Löwdin charge in e.
Element x y z (Å)
O: -2.321 0.192 -0.376  0.0823
O: -1.501 2.158 0.134  0.1274
N: -1.594 0.992 0.044  -0.2045
N: 0.386 -0.683 0.525  0.0500
N: -1.633 -1.659 -0.163  0.1645
C: -0.474 -1.406 0.043  -0.3419
C: 1.523 -0.057 0.067  -0.1329
H: 1.783 0.669 0.731  0.0436
H: 1.467 0.457 -1.035  0.1482
H: 2.365 -0.664 0.030  0.0633

=====

ORCA calculation (wB97M-V/def2-TZVPD) on a structure of composition C14H18BF9GeN4O3PdS2SeTe.

Calculated values
Spin multiplicity = 5
Expectation value of S² = 6.02
HOMO (spin up / spin down) = -9.769 / -9.765 eV
Total energy = -206351.541 eV

Last column: Mulliken spin population.
Element x y z (Å)
Te: -2.374 2.569 -0.793  0.3586
Pd: -0.555 0.258 -1.795  0.7048
Se: 0.502 -0.203 1.623  0.7779
Ge: -2.444 0.226 3.062  0.0642
S: 2.713 0.383 -1.454  -0.0159
S: 0.603 -2.901 -2.864  1.0056
F: -2.698 -2.533 0.151  -0.0008
F: -1.554 -3.883 -1.325  0.0053
F: -1.612 0.469 0.109  0.1552
F: -2.742 4.110 0.308  0.1597
F: -3.827 1.787 0.101  0.0431
F: -1.773 -1.641 -1.782  0.0453
F: 0.157 1.944 -0.860  0.1954
F: -0.420 -2.346 -0.060  0.0217
F: -3.669 3.236 -1.959  0.0001
O: 2.621 1.516 -2.308  0.0008
O: -2.141 1.255 -2.193  0.2279
O: 2.935 0.544 -0.050  0.0077
N: -0.075 3.028 -3.898  0.0205
N: -1.133 4.173 -1.998  0.0318
N: 1.346 -0.632 -1.693  -0.0233
N: -0.021 0.570 -3.860  0.0293
C: -1.967 2.114 2.962  0.0232
C: 3.840 -0.799 -2.109  -0.0253
C: 1.362 1.002 2.855  0.0063
C: 5.212 -0.709 -2.189  0.0055
C: -0.814 -0.943 2.742  0.0123
C: -0.037 1.751 -3.859  0.0559
C: 5.884 -1.795 -2.737  -0.0044
C: -2.812 -0.132 4.958  0.0097
C: 1.684 -1.724 -2.317  -0.0134
C: 3.141 -1.907 -2.539  0.0494
C: 3.810 -2.997 -3.071  -0.0084
C: -0.631 3.638 -2.908  0.0577
C: -3.896 -0.446 1.974  0.0108
C: 5.193 -2.924 -3.167  0.0008
B: -1.639 -2.645 -0.711  -0.0244
H: -1.436 2.416 3.865  0.0021
H: 1.427 0.540 3.838  0.0107
H: 0.774 1.917 2.905  0.0211
H: -1.159 -1.835 2.218  -0.0060
H: -1.353 2.356 2.105  -0.0080
H: 2.343 1.219 2.447  0.0075
H: 3.275 -3.881 -3.391  -0.0151
H: -3.533 -0.809 1.015  0.0001
H: 6.962 -1.763 -2.827  -0.0002
H: 5.743 -3.760 -3.578  -0.0002
H: 5.741 0.171 -1.848  0.0002
H: -2.016 0.255 5.595  -0.0003
H: -4.615 0.352 1.789  0.0006
H: -4.383 -1.256 2.517  0.0012
H: -2.916 -1.202 5.141  -0.0002
H: -0.396 -1.184 3.719  0.0160
H: -3.746 0.350 5.252  0.0013
H: -2.882 2.702 2.888  -0.0013

=====

ORCA calculation (wB97M-V/def2-TZVPD) on a cluster of 19 separate species, H39O19 in total at a distorted geometry.

Calculated values
Charge = +1
HOMO = -13.562 eV
Total energy = -39530.705 eV

Last column: Löwdin charge in e.
Element x y z (Å)
O: -1.009 0.365 4.834  -0.0732
O: -3.158 -2.779 0.303  -0.0272
O: -0.724 -1.730 0.601  -0.0467
O: -0.122 1.957 2.772  -0.0597
O: -3.133 2.627 1.457  -0.0444
O: -4.217 0.687 -0.531  -0.0476
O: 1.328 -2.992 2.663  -0.0314
O: -1.618 0.002 -1.966  -0.0492
O: -0.777 2.744 -0.002  -0.0560
O: 2.175 3.133 2.433  -0.0442
O: 1.440 0.706 -1.464  -0.0736
O: -1.757 2.628 -3.773  -0.0516
O: -1.617 -1.878 3.048  -0.0544
O: 0.338 -1.498 -3.039  -0.0201
O: 2.624 0.662 -3.866  -0.0474
O: 2.573 -0.871 1.070  -0.0504
O: 0.459 -3.060 -1.136  0.0812
O: 2.708 -1.879 -2.103  -0.0535
O: 4.417 1.115 -1.565  -0.0509
H: 1.417 -2.811 -1.103  0.0943
H: -0.943 2.266 0.812  -0.0102
H: 4.866 0.402 -2.017  0.0323
H: -0.621 0.919 4.109  -0.0040
H: 3.457 -0.673 1.381  0.0445
H: 0.243 -2.646 -2.107  0.1067
H: 3.657 -2.009 -1.986  0.0807
H: 1.647 -3.559 3.376  0.0700
H: 1.844 3.309 1.546  0.0477
H: -1.150 -1.529 3.826  0.0417
H: -1.094 3.323 -3.657  0.0458
H: -2.233 0.520 -1.439  0.0224
H: -2.251 2.636 -2.944  0.0309
H: -0.210 0.090 5.302  0.0496
H: -0.021 -2.277 -0.504  0.1011
H: 3.515 0.940 -1.275  -0.0114
H: 0.959 1.379 -0.960  0.0402
H: -4.043 2.862 1.242  0.0560
H: 3.093 3.410 2.488  0.0615
H: 1.997 0.539 -4.590  0.0688
H: 0.591 1.339 2.540  0.0632
H: -2.720 -3.440 0.853  0.0690
H: -2.322 -1.237 2.886  0.0712
H: 0.382 -2.934 2.825  0.0142
H: -1.767 0.288 -2.878  0.0545
H: -0.923 3.687 0.055  0.0458
H: -1.602 -2.177 0.590  0.0151
H: -0.265 -0.887 -2.578  0.0211
H: 1.339 1.007 -2.391  0.0392
H: 2.622 -0.927 -1.901  0.0095
H: -0.550 -1.535 1.572  0.0683
H: 2.091 -1.471 1.648  -0.0174
H: 3.086 1.501 -3.983  0.0738
H: 0.389 2.598 3.295  0.0659
H: -3.773 -3.114 -0.352  0.0770
H: -4.410 -0.128 -1.010  0.0481
H: 1.176 -1.169 -3.363  0.0412
H: -3.157 2.228 2.333  0.0471
H: -3.928 0.473 0.360  0.0250

=====

ORCA calculation (wB97M-V/def2-TZVPD) on a structure of composition C21H17MoN3OS5 at a distorted geometry.

Calculated values
Spin multiplicity = 3
Charge = +2
Expectation value of S² = 2.02
HOMO (spin up / spin down) = -13.850 / -13.850 eV
Total energy = -84586.197 eV

Last column: Mulliken spin population.
Element x y z (Å)
Mo: -0.044 0.728 1.214  2.0028
S: 0.352 -0.257 3.262  -0.0891
S: 0.715 -3.043 0.321  -0.0012
S: 1.931 -1.849 -3.379  0.0006
S: -1.113 -2.623 4.208  -0.0169
S: 2.982 1.305 -2.064  0.0174
O: -0.101 -0.229 -0.337  0.0214
N: -1.209 2.385 0.602  0.0223
N: -2.208 -0.920 2.513  0.0119
N: -1.956 0.197 1.748  -0.0672
C: 3.021 -1.947 0.162  0.0120
C: -2.541 2.095 0.551  0.0271
C: -2.698 -3.396 3.826  0.0010
C: 2.033 -3.815 1.094  0.0033
C: -0.302 -1.214 -4.436  0.0008
C: 2.927 2.519 0.195  0.0110
C: 1.151 -0.606 -1.009  -0.0460
C: 3.484 2.591 -1.039  0.0011
C: -2.935 3.977 -0.852  0.0017
C: 3.199 -3.143 0.918  -0.0020
C: -0.332 -0.704 -3.106  -0.0003
C: -1.585 4.265 -0.811  0.0050
C: 2.055 1.389 0.283  0.0228
C: -3.422 2.875 -0.146  0.0060
C: -2.927 0.873 1.276  0.0460
C: -0.747 3.451 -0.067  0.0007
C: 2.036 0.612 -0.862  0.0634
C: 0.817 -0.967 -2.425  0.0124
C: -1.168 -1.245 3.222  0.0226
C: 0.867 -1.844 -4.715  -0.0004
C: 1.730 -1.761 -0.224  -0.0019
H: 3.830 -1.272 -0.091  0.0014
H: -1.173 -0.175 -2.679  -0.0015
H: -3.954 0.566 1.436  -0.0028
H: 1.875 -4.743 1.622  0.0000
H: 1.831 0.983 1.285  -0.0843
H: -4.475 2.623 -0.148  0.0002
H: 4.148 -3.471 1.315  -0.0001
H: 4.181 3.329 -1.408  0.0003
H: -2.731 -4.299 4.432  0.0004
H: 0.313 3.652 0.010  -0.0015
H: -2.736 -3.645 2.769  -0.0007
H: 1.165 -2.316 -5.638  0.0000
H: -1.112 -1.119 -5.144  0.0001
H: -3.516 -2.735 4.097  -0.0010
H: -1.173 5.108 -1.347  0.0009
H: -3.610 4.596 -1.430  0.0000
H: 3.124 3.215 0.998  0.0004